[1]
Density functional theory data (the ωB97M-V functional and the def2-TZVPD basis) for 6 unconnected molecules or ions with the total composition C39H33BrN2O11P.

Cartesian coordinates (Å):
Br 2.3570 -2.5866 -2.9009
P 2.8810 0.6540 -2.0367
O -6.9921 -2.9349 8.2577
O -6.9302 -0.5829 4.3396
O 4.0729 3.8910 -5.5454
O 8.7752 7.1264 -0.4846
O -4.5860 -8.5469 0.8093
O -1.1960 2.3824 -2.0475
O -9.8791 1.5114 8.3456
O -0.2317 -5.6551 -0.0730
O 5.9817 3.1519 -2.6096
O -4.0456 -2.9936 0.5980
O 6.9379 1.4398 -9.2736
N -0.8269 0.1170 -0.0355
N 0.3029 0.5415 -0.5823
C 1.1054 -1.5947 -1.7722
C -1.2314 -6.3239 0.1284
C 5.9942 2.6361 -6.0678
C -3.5866 -7.8861 0.6073
C -3.6612 -6.4225 0.4079
C 7.6101 5.1145 -0.1357
C -7.6546 -1.9136 8.2784
C 6.9089 4.1147 -0.6710
C -8.5720 0.0188 7.0822
C -7.8450 -1.0984 7.0602
C 6.7154 2.0209 -7.0060
C 6.2814 2.0023 -8.4197
C -0.1868 -2.1868 -1.1914
C -9.2176 0.4909 8.3258
C -8.2999 -1.4421 9.5224
C -5.9774 -1.7555 1.1274
C 0.5258 2.0079 -0.2876
C -4.2751 -2.4240 2.8715
C -2.2485 -8.5136 0.5503
C -6.2693 -1.1362 3.4818
C 6.6248 4.0656 -2.1211
C 8.1347 6.2163 -0.9711
C 2.4809 2.2849 -2.9674
C -0.3065 2.9198 -1.3409
C 4.2967 3.3087 -7.8154
C 5.0175 2.6936 -8.7538
C -1.1531 -7.7863 0.3267
C 3.6283 0.7523 0.8400
C -5.0003 -1.8195 3.8128
C 7.1490 5.1665 -2.9561
C 7.8503 6.1668 -2.4214
C -1.0111 -1.2273 -0.3466
C -9.0273 -0.3246 9.5447
C 4.0473 1.1730 -0.6494
C -2.5647 -5.6986 0.1839
C 4.7310 3.3270 -6.4025
C -4.7093 -2.4381 1.4586
C 1.2542 -0.1184 -1.3525
C -6.7032 -1.1507 2.0684
H 3.1571 2.4170 -3.9026
H 1.6143 2.2999 -0.1933
H 1.4109 2.1811 -3.3917
H -4.6478 -5.9782 0.4530
H -2.6008 -4.6275 0.0349
H 2.5616 3.1705 -2.2550
H -7.3657 -1.4568 6.1588
H 4.7144 2.6713 -9.7932
H -8.7221 0.6272 6.1991
H 7.6431 1.5106 -6.7793
H -4.6973 -1.8004 4.8526
H 3.3689 3.8191 -8.0419
H 2.7828 -0.0010 0.9283
H -7.6348 -0.6464 1.8442
H 5.1013 0.7635 -0.8735
H 0.0491 2.2666 0.7337
H 4.5519 0.2452 1.3137
H -1.9725 -1.6773 0.1314
H 6.2967 2.6588 -5.0276
H -0.0625 4.0284 -1.4548
H -0.5218 -3.2569 -1.3615
H -2.2102 -9.5856 0.6988
H -8.1494 -2.0510 10.4051
H 7.8265 5.1660 0.9242
H 6.9324 5.1148 -4.0161
H 6.5180 3.2995 -0.0745
H 8.2411 6.9816 -3.0179
H -0.1654 -8.2279 0.2815
H -9.5072 0.0346 10.4466
H 4.1664 2.3219 -0.6746
H 3.4687 1.7004 1.4783
H -6.2801 -1.7750 0.0877
H -3.3433 -2.9287 3.0955

Summary:
Multiplicity: 1
Lowest unoccupied orbital energy in eV: -4.66
Net charge: +1
Orbital gap in eV: 6.6

=====

[2]
Density functional theory data (the ωB97M-V functional and the def2-TZVPD basis) for a molecular structure, C39H33Cl2N3O2P2STc.

Cartesian coordinates (Å):
Tc 0.2991 2.3535 -1.0089
Cl -1.5477 2.6261 -2.5239
Cl -0.1620 5.0776 -3.1671
S -0.5565 0.3565 2.0084
P -1.5340 0.0171 -0.8248
P 1.1491 -0.9300 -0.6764
O 1.3665 1.5867 -2.3959
O -0.4448 3.2481 0.5868
N -0.5012 -1.3208 -1.1083
N 1.8082 2.2507 0.2724
N 1.5662 2.7397 1.5120
C -5.4240 -1.2648 -2.9416
C -4.1086 0.3276 -1.7299
C -1.4055 4.2024 3.0700
C -2.4048 -1.6205 1.3362
C -2.2927 0.8629 1.7799
C 1.3931 -3.2056 3.3153
C 3.6022 -3.8460 -3.2748
C 2.9976 1.7530 0.0418
C 1.6066 -2.5428 -2.9951
C 3.4067 1.1558 -1.1890
C 1.2467 -1.8969 0.8783
C -2.0220 4.3067 4.3030
C -3.1681 0.6128 2.9092
C 4.3837 0.0174 -3.5659
C -3.2590 -1.8850 -2.1025
C 0.4035 2.9839 4.0839
C 2.0276 -2.1413 -1.7333
C 0.6722 -3.7602 2.2711
C -0.2212 3.0812 5.3101
C 4.0506 -3.4172 -2.0356
C -3.1147 -1.7722 2.4689
C 5.1633 0.0043 -2.4124
C -1.4447 3.7249 5.4206
C -3.0894 -0.6103 -1.5718
C -5.2684 0.0037 -2.4054
C -1.8935 -0.3188 0.9498
C 2.3823 -3.4029 -3.7525
C 3.1198 0.5520 -3.5330
C 2.0579 -2.0032 3.1381
C 3.2712 -2.5696 -1.2748
C 4.6798 0.5659 -1.2559
C -3.4917 -0.6429 3.2674
C 2.5914 1.1240 -2.3659
C -1.6996 4.2203 -3.3243
C 0.3468 3.1998 1.6218
C 1.9772 -1.3467 1.9241
C -0.1991 3.5163 2.9445
C 0.6061 -3.1163 1.0502
C -4.4225 -2.2074 -2.7780
H 5.0118 -3.7423 -1.6635
H -3.4669 -2.7496 2.7635
H -2.1796 -2.4505 0.6836
H 4.2034 -4.5170 -3.8702
H 2.0293 -3.7177 -4.7241
H 2.4886 0.5423 -4.4100
H 6.1397 -0.4524 -2.4312
H -2.4902 -2.6339 -1.9788
H -2.3742 1.8313 1.2917
H -1.8552 4.6402 2.1903
H 3.7321 1.7916 0.8422
H 0.2390 2.6372 6.1808
H -4.5477 -3.1983 -3.1889
H -2.4766 4.7825 -2.8136
H 2.6251 -1.5680 3.9482
H -3.5303 1.4656 3.4620
H 3.6172 -2.2375 -0.3057
H 1.3442 2.4712 3.9698
H -3.9753 1.3197 -1.3178
H -0.5354 -1.5366 -2.1027
H -1.9520 3.7682 6.3734
H -4.0969 -0.8198 4.1412
H -6.0449 0.7441 -2.5298
H 4.7632 -0.4059 -4.4838
H -2.9600 4.8381 4.3916
H 0.1520 -4.6967 2.4113
H 5.2831 0.5513 -0.3586
H -1.9406 4.0614 -4.3737
H 1.4309 -3.7098 4.2701
H 0.0583 -3.5596 0.2308
H 2.4554 -0.3881 1.7799
H -6.3211 -1.5154 -3.4874
H 0.6702 -2.1916 -3.4107

Summary:
Multiplicity: 2
Lowest unoccupied orbital energy (alpha / beta) in eV: -0.05 / 0.15
ΔE to the lowest compared entry with this formula, charge and spin in eV: 2.950
⟨S²⟩: 0.761
Net charge: 0
Orbital gap (alpha / beta) in eV: 6.6 / 6.5

=====

[3]
Density functional theory data (the ωB97M-V functional and the def2-TZVPD basis) for a molecular structure, C39H33F6NO11P4ReS2Si.

Cartesian coordinates (Å):
Re 0.4405 0.5061 -0.5785
S -3.0499 3.9084 -2.4491
S -1.2059 2.0523 -3.2740
P -1.3817 -1.1099 -0.0530
P 2.2007 0.1640 1.1098
P 2.0728 1.4106 -2.8087
P 2.7212 -1.2305 -2.2964
Si -0.5984 1.7083 1.3154
F -2.7885 0.9217 -5.1168
F -4.9563 4.2005 -0.6504
F -1.1539 -0.3443 -4.6083
F -0.8161 1.4496 -5.7852
F -3.5798 2.5836 -0.2438
F -5.1065 2.3559 -1.7645
O -3.8095 4.8569 -3.1980
O 2.5033 -1.7345 -3.7780
O 2.8389 2.5174 -3.6096
O 3.7689 -1.9553 -1.5765
O -1.9817 4.3852 -1.6086
O 1.3176 -1.1740 -1.6397
O 1.6230 1.9255 -1.4077
O -1.0987 1.2841 -1.9805
O -0.2990 3.1348 -3.5715
O 1.0164 0.6967 -3.5722
O 3.2076 0.3429 -2.5010
N -2.6949 2.6226 -3.2986
C -1.0930 -2.9198 -0.0007
C -2.6152 -1.0881 -1.3968
C -4.0282 0.5077 3.3523
C 1.7332 0.8784 2.7117
C 3.2140 -3.9965 2.7523
C -2.1042 0.7240 1.8903
C 3.6563 2.4954 1.0488
C 4.7318 3.3113 0.7473
C 2.6904 -1.4884 1.6792
C 0.3698 -4.8307 -0.2070
C 2.2844 1.3483 5.0022
C 4.7354 0.6516 -0.0699
C 4.2527 -3.2114 2.2755
C -4.4669 -1.2237 -3.4584
C -1.5105 0.9208 -4.7860
C -3.2436 -1.8688 -3.5823
C 1.6538 -2.2664 2.1936
C 5.8135 2.8021 0.0412
C 3.6624 1.1527 0.6627
C 1.0882 2.0524 5.1299
C 1.9115 -3.5182 2.7210
C 0.2290 2.1580 4.0523
C -1.9921 -5.1618 0.0343
C 0.1820 -3.4548 -0.1514
C -4.2510 -0.7774 2.8747
C -2.1857 -3.7932 0.0507
C -0.7104 -5.6862 -0.0902
C -3.4289 -1.2998 1.8936
C -3.8333 -0.4296 -1.2796
C 0.5345 1.5614 2.8224
C -2.9654 1.2434 2.8610
C -4.2536 3.2241 -1.2198
C 2.6092 0.7650 3.7945
C -2.3169 -1.8003 -2.5575
C -0.9229 3.5319 1.1122
C -2.3590 -0.5553 1.3908
C 3.9972 -1.9567 1.7405
C 5.8103 1.4783 -0.3666
C -4.7598 -0.5062 -2.3103
H 1.3694 -5.2195 -0.3534
H 1.0973 -4.1225 3.0997
H 1.7639 -1.2453 -4.1784
H -0.6960 2.7130 4.1618
H 6.6447 1.0791 -0.9283
H -4.0649 0.1364 -0.3878
H -4.6842 0.9314 4.1018
H 4.8187 -1.3573 1.3806
H -5.7089 0.0027 -2.2144
H -5.0784 -1.3646 3.2509
H 0.8328 2.5178 6.0734
H -0.0658 4.1030 1.4706
H 2.2052 3.1935 -3.9022
H 2.8055 2.9027 1.5801
H -3.1963 -3.4119 0.0563
H -1.0893 3.7894 0.0665
H 5.2713 -3.5739 2.3173
H -3.6395 -2.2879 1.5177
H -2.8466 -5.8230 0.0975
H 4.7241 -0.3621 -0.4453
H -1.3559 -2.2927 -2.6550
H -3.0101 -2.4221 -4.4825
H 3.5436 0.2262 3.6865
H 0.6412 -1.8768 2.1787
H 1.0281 -2.8025 -0.2812
H -1.8158 3.8287 1.6667
H -0.5648 -6.7583 -0.1224
H 4.7241 4.3462 1.0632
H -2.8031 2.2494 3.2310
H 3.4201 -4.9799 3.1545
H -5.1916 -1.2796 -4.2602
H 6.6524 3.4419 -0.2002
H 2.9599 1.2661 5.8436

Summary:
Multiplicity: 2
Lowest unoccupied orbital energy (alpha / beta) in eV: -2.49 / -2.36
ΔE to the lowest compared entry with this formula, charge and spin in eV: 1.485
⟨S²⟩: 0.767
Net charge: 0
Orbital gap (alpha / beta) in eV: 7.0 / 6.9

=====

Record order is preserved below.
DFT total energy: -5357.86438 -3902.71695 -5517.43857 Eh
Record order is preserved below.
F_max: 5.05 2.08 3.27 eV Å⁻¹